No. 1
Here is C16H26I2LuN2O3PrS2Se as an isolated structure in a non-equilibrium geometry from the OMol25 dataset. Energies are from ωB97M-V with the def2-TZVPD basis set.

Output
HOMO energy (alpha / beta)	-0.7131 / -0.7133	hartree
LUMO (alpha / beta)	-15.23 / -15.46	eV

ORCA input file:
```
! RIJCOSX wB97M-V def2-TZVPD def2/J DEFGRID3
* xyz 4 3
I -0.451 -4.076 -1.303
I -0.451 -3.362 -3.890
Pr 0.288 0.889 -2.946
Lu 0.305 0.058 0.068
S 1.541 -0.792 -1.796
S -1.310 -0.333 -1.653
C 1.720 0.246 1.272
C 3.411 -0.587 -1.750
C -3.007 0.448 -1.428
C 3.894 -0.955 -3.158
C 3.840 0.826 -1.362
C 3.908 -1.624 -0.736
C -3.715 0.272 -2.777
C -2.932 1.917 -1.022
C -3.703 -0.398 -0.355
C 1.691 1.673 -3.898
C -0.883 2.090 -3.767
O 2.562 0.368 2.057
O 2.526 2.184 -4.516
O -1.571 2.848 -4.309
H 3.528 -0.251 -3.909
H 3.566 -1.961 -3.435
H 4.990 -0.931 -3.173
H 3.472 1.568 -2.072
H 4.936 0.871 -1.356
H 3.482 1.097 -0.368
H 3.553 -1.407 0.274
H 5.004 -1.608 -0.723
H 3.580 -2.631 -1.012
H -4.745 0.638 -2.686
H -3.748 -0.782 -3.069
H -3.223 0.838 -3.571
H -3.953 2.304 -0.911
H -2.421 2.518 -1.776
H -2.414 2.047 -0.071
H -4.732 -0.040 -0.235
H -3.202 -0.320 0.612
H -3.736 -1.452 -0.646
C -2.892 1.031 3.452
N -1.628 0.515 3.974
C -1.032 0.880 5.127
C 0.113 0.125 5.280
N 0.223 -0.707 4.224
C 1.282 -1.698 4.046
C -0.844 -0.440 3.432
Se -1.244 -1.299 1.961
H -2.726 1.494 2.457
H -3.317 1.793 4.139
H -3.620 0.200 3.353
H -1.410 1.626 5.814
H 0.804 0.166 6.112
H 2.271 -1.196 4.044
H 1.257 -2.423 4.887
H 1.161 -2.256 3.095
*
```

Löwdin population analysis, charges in e, atoms 1 to 4:
1. I 0.230
2. I 0.292
3. Pr 0.418
4. Lu 0.985

---

No. 2
Here is one molecule with the formula C16H26N6O5S from the OMol25 dataset. Energies are from ωB97M-V with the def2-TZVPD basis set.

Output
HOMO energy	-0.3357	hartree
SMILES	CS[C@]1(C(=O)NCCOCCN(C)C(=O)Cn2cnc(C(N)=O)n2)C[C@H](O)C1
LUMO	0.19	eV

ORCA input file:
```
! RIJCOSX wB97M-V def2-TZVPD def2/J DEFGRID3
* xyz 0 1
C -0.662 -0.917 -5.705
S -0.242 -2.411 -4.792
C -1.782 -2.837 -3.913
C -1.495 -3.327 -2.490
O -2.281 -4.071 -1.925
N -0.389 -2.846 -1.885
C -0.151 -3.083 -0.478
C -0.904 -2.107 0.401
O -0.417 -0.805 0.137
C -1.126 0.193 0.844
C -0.517 1.540 0.524
N 0.866 1.658 0.973
C 1.902 1.365 -0.002
C 1.069 1.964 2.275
O 0.150 2.136 3.056
C 2.524 2.072 2.737
N 2.628 2.631 4.063
C 2.037 2.269 5.214
N 2.450 3.043 6.191
C 3.314 3.888 5.564
C 4.047 4.977 6.284
N 3.736 5.027 7.602
O 4.830 5.720 5.734
N 3.452 3.674 4.276
C -2.928 -1.784 -3.806
C -3.936 -2.916 -4.097
O -5.024 -2.631 -4.941
C -2.778 -3.775 -4.634
H 0.239 -0.657 -6.259
H -1.464 -1.086 -6.423
H -0.916 -0.092 -5.043
H 0.181 -2.187 -2.390
H -0.470 -4.097 -0.241
H 0.920 -3.001 -0.288
H -1.976 -2.165 0.182
H -0.757 -2.362 1.459
H -2.184 0.191 0.548
H -1.076 0.009 1.923
H -0.530 1.703 -0.555
H -1.109 2.318 1.004
H 2.891 1.433 0.438
H 1.767 0.357 -0.394
H 1.851 2.075 -0.831
H 2.988 1.083 2.705
H 3.099 2.735 2.095
H 1.317 1.473 5.279
H 3.071 4.380 7.989
H 4.172 5.729 8.173
H -3.010 -1.231 -2.871
H -2.912 -1.081 -4.639
H -4.350 -3.334 -3.184
H -4.687 -2.356 -5.800
H -2.677 -3.657 -5.716
H -2.752 -4.827 -4.366
*
```

natural (NBO) population analysis, charges in e, atoms 1 to 4:
1. C -0.749
2. S 0.207
3. C -0.254
4. C 0.674

---

No. 3
Here is an isolated ion of composition C16H26NO and charge +1 from the OMol25 dataset. Energies are from ωB97M-V with the def2-TZVPD basis set.

Output
HOMO energy	-0.4575	hartree
SMILES	O[C@H](C[NH2+]C1CCCCCCC1)c1ccccc1
LUMO	-2.58	eV

ORCA input file:
```
! RIJCOSX wB97M-V def2-TZVPD def2/J DEFGRID3
* xyz 1 1
O 0.771 -0.317 2.799
C 0.337 -1.507 2.145
C -0.043 -1.052 0.728
N 1.063 -0.195 0.240
C 0.810 0.634 -0.988
C 2.154 1.177 -1.494
C 2.339 1.049 -3.011
C 1.471 1.949 -3.892
C -0.028 1.626 -3.874
C -0.877 2.547 -2.991
C -0.321 2.885 -1.610
C -0.217 1.713 -0.632
C -0.771 -2.206 2.904
C -0.493 -2.611 4.207
C -1.459 -3.235 4.973
C -2.717 -3.469 4.442
C -2.996 -3.079 3.145
C -2.031 -2.448 2.376
H 0.541 -0.359 3.733
H 1.200 -2.195 2.081
H -0.946 -0.444 0.782
H -0.196 -1.897 0.058
H 1.891 -0.782 0.085
H 1.276 0.419 1.048
H 0.398 -0.052 -1.732
H 2.968 0.611 -1.031
H 2.285 2.214 -1.191
H 2.176 0.008 -3.302
H 3.383 1.283 -3.228
H 1.839 1.825 -4.911
H 1.630 2.995 -3.629
H -0.177 0.582 -3.598
H -0.418 1.726 -4.889
H -1.870 2.107 -2.882
H -1.003 3.495 -3.517
H -0.997 3.613 -1.156
H 0.643 3.378 -1.712
H 0.049 2.127 0.346
H -1.208 1.263 -0.551
H 0.493 -2.450 4.622
H -1.228 -3.543 5.981
H -3.473 -3.957 5.036
H -3.971 -3.264 2.723
H -2.278 -2.163 1.366
*
```

natural (NBO) population analysis, charges in e, atoms 1 to 4:
1. O -0.754
2. C 0.067
3. C -0.247
4. N -0.509

---

No. 4
Here is a 2-piece molecular cluster, C16H26NO overall in a non-equilibrium geometry from the OMol25 dataset. Energies are from ωB97M-V with the def2-TZVPD basis set.

Output
HOMO energy	-0.3995	hartree
LUMO	-5.65	eV

ORCA input file:
```
! RIJCOSX wB97M-V def2-TZVPD def2/J DEFGRID3
* xyz 1 1
C 1.981 -0.756 0.841
C 0.536 -0.900 0.572
C -0.001 -1.598 -0.539
C -1.270 -2.274 -0.427
C -1.937 -2.459 0.903
C -1.879 -2.817 -1.549
C -1.271 -2.785 -2.808
C -1.991 -3.326 -4.002
C 0.016 -2.248 -2.905
C 0.672 -1.695 -1.812
C 2.073 -1.220 -2.039
H 2.125 -0.459 1.888
H 2.561 -1.673 0.645
H 2.412 0.047 0.228
H -0.109 -0.817 1.449
H -2.925 -2.912 0.759
H -1.361 -3.131 1.557
H -2.076 -1.512 1.436
H -2.858 -3.294 -1.448
H -1.381 -3.216 -4.904
H -2.231 -4.390 -3.872
H -2.941 -2.798 -4.157
H 0.524 -2.269 -3.873
H 2.326 -1.344 -3.099
H 2.205 -0.159 -1.799
H 2.811 -1.802 -1.471
O 1.320 1.030 3.384
C 0.975 2.399 3.379
C 0.842 2.814 1.920
C 0.161 4.183 1.718
C -0.617 4.036 0.400
C -0.730 2.513 0.148
N 0.081 1.893 1.139
H 1.474 0.746 4.300
H 0.019 2.552 3.904
H 1.776 3.009 3.827
H 1.881 2.887 1.531
H -0.532 4.368 2.549
H 0.901 4.989 1.696
H -1.601 4.504 0.464
H -0.055 4.507 -0.412
H -1.786 2.206 0.243
H -0.426 2.252 -0.881
H 0.302 0.918 1.119
*
```

natural (NBO) population analysis, charges in e, atoms 1 to 4:
1. C -0.736
2. C 0.168
3. C -0.206
4. C 0.167

---

No. 5
Here is one molecule with the formula C16H26O4S4 in a non-equilibrium geometry from the OMol25 dataset. Energies are from ωB97M-V with the def2-TZVPD basis set.

Output
HOMO energy	-0.3131	hartree
SMILES	O=C(O)CSC(=S)CCCCCCCCCCC(=S)SCC(=O)O
LUMO	-0.70	eV

ORCA input file:
```
! RIJCOSX wB97M-V def2-TZVPD def2/J DEFGRID3
* xyz 0 1
O 0.114 -2.652 1.870
C 1.256 -2.422 1.411
O 2.072 -1.396 1.723
C 1.710 -3.403 0.378
S 0.385 -3.231 -0.920
C 1.291 -3.631 -2.446
S 2.650 -4.568 -2.340
C 0.981 -3.057 -3.916
C 0.406 -1.599 -3.937
C 1.417 -0.682 -3.370
C 0.957 0.843 -3.726
C -0.313 1.451 -3.100
C -0.405 1.127 -1.624
C -1.736 1.473 -0.993
C -1.845 0.907 0.490
C -3.074 1.543 1.137
C -3.117 1.339 2.646
C -2.072 2.091 3.398
S -2.327 3.630 4.066
S -0.777 1.032 4.064
C 0.469 2.202 4.658
C 1.724 1.529 5.172
O 2.380 0.886 4.359
O 2.112 1.776 6.515
H 1.744 -0.985 2.521
H 1.719 -4.402 0.874
H 2.717 -3.048 -0.080
H 1.877 -3.117 -4.596
H 0.212 -3.658 -4.357
H -0.478 -1.552 -3.270
H 0.180 -1.308 -4.949
H 2.324 -0.854 -3.893
H 1.590 -0.767 -2.312
H 1.819 1.414 -3.415
H 0.912 0.898 -4.863
H -0.239 2.580 -3.228
H -1.227 1.076 -3.631
H -0.235 0.065 -1.588
H 0.482 1.581 -1.086
H -1.817 2.530 -1.178
H -2.644 1.026 -1.463
H -2.045 -0.186 0.476
H -0.943 1.204 1.045
H -4.013 1.105 0.757
H -3.066 2.653 0.863
H -2.796 0.247 2.829
H -4.157 1.439 2.952
H 0.775 2.850 3.853
H 0.072 2.710 5.518
H 2.982 1.308 6.707
*
```

natural (NBO) population analysis, charges in e, atoms 1 to 4:
1. O -0.608
2. C 0.764
3. O -0.657
4. C -0.616

---

No. 6
Here is one molecule with the formula C16H26O5 from the OMol25 dataset. Energies are from ωB97M-V with the def2-TZVPD basis set.

Output
HOMO energy	-0.3501	hartree
SMILES	COC(C[C@@H](O)[C@@H](C)[C@H](O)COCc1ccccc1)OC
LUMO	0.77	eV

ORCA input file:
```
! RIJCOSX wB97M-V def2-TZVPD def2/J DEFGRID3
* xyz 0 1
C -3.397 -2.503 2.006
O -2.842 -1.209 2.134
C -1.470 -1.105 1.849
C -1.093 -1.486 0.413
C -1.750 -0.521 -0.583
O -1.220 0.772 -0.451
C -1.700 -1.029 -2.050
C -2.943 -0.532 -2.792
C -0.451 -0.576 -2.834
O -0.498 -1.057 -4.162
C 0.893 -1.002 -2.202
O 1.337 -0.168 -1.156
C 2.054 0.988 -1.576
C 2.432 1.761 -0.341
C 1.533 2.654 0.230
C 1.867 3.334 1.388
C 3.098 3.128 1.986
C 3.997 2.238 1.423
C 3.663 1.556 0.266
O -0.693 -1.897 2.709
C -0.702 -1.458 4.050
H -4.313 -2.500 2.594
H -2.713 -3.262 2.396
H -3.641 -2.732 0.963
H -1.256 -0.035 2.009
H -1.401 -2.514 0.224
H -0.007 -1.426 0.346
H -2.806 -0.422 -0.303
H -0.254 0.682 -0.495
H -1.706 -2.127 -2.037
H -2.873 -0.758 -3.853
H -3.838 -1.000 -2.391
H -3.029 0.545 -2.671
H -0.473 0.515 -2.935
H -0.580 -2.017 -4.138
H 1.644 -1.030 -3.004
H 0.805 -2.006 -1.775
H 2.950 0.677 -2.131
H 1.431 1.605 -2.239
H 0.570 2.817 -0.229
H 1.161 4.025 1.825
H 3.358 3.660 2.890
H 4.958 2.073 1.887
H 4.364 0.858 -0.169
H -0.250 -0.463 4.133
H -0.113 -2.179 4.612
H -1.721 -1.419 4.447
*
```

natural (NBO) population analysis, charges in e, atoms 1 to 4:
1. C -0.268
2. O -0.549
3. C 0.380
4. C -0.477

---

No. 7
Here is C16H27CdN2O2Sb2 as an isolated structure in a non-equilibrium geometry from the OMol25 dataset. Energies are from ωB97M-V with the def2-TZVPD basis set.

Output
HOMO energy	-0.3951	hartree
LUMO	-2.71	eV

ORCA input file:
```
! RIJCOSX wB97M-V def2-TZVPD def2/J DEFGRID3
* xyz 1 1
Cd 1.942 -0.421 -0.430
N 2.431 -0.292 3.063
C 3.897 -0.366 3.219
C 4.600 0.484 2.146
C 3.865 0.208 0.859
O 3.849 -0.961 0.379
O 3.132 1.125 0.365
H 2.126 0.664 3.225
H 2.003 -0.855 3.789
H 4.189 -1.408 3.092
H 4.229 -0.026 4.203
H 5.647 0.199 2.065
H 4.516 1.543 2.383
C -0.421 -3.067 1.980
Sb -0.351 -1.707 0.330
C -0.468 -3.125 -1.271
C -2.421 -0.989 0.325
C -2.829 -0.243 -0.909
C -3.130 -1.008 -2.043
C -3.545 -0.434 -3.228
C -3.674 0.947 -3.302
C -3.421 1.711 -2.181
C -3.002 1.151 -0.969
C -2.839 2.078 0.192
Sb -1.180 3.543 -0.030
C -0.035 2.413 -1.493
C -0.120 2.708 1.666
H -0.562 -2.518 2.908
H 0.512 -3.625 2.022
H -1.256 -3.747 1.825
H -1.287 -3.823 -1.112
H 0.471 -3.676 -1.312
H -0.615 -2.596 -2.211
H -2.574 -0.425 1.243
H -2.967 -1.929 0.404
H -3.062 -2.088 -1.969
H -3.778 -1.055 -4.082
H -3.998 1.418 -4.220
H -3.561 2.787 -2.217
H -2.697 1.569 1.142
H -3.723 2.709 0.276
H -0.231 2.776 -2.500
H -0.308 1.358 -1.441
H 1.018 2.583 -1.258
H -0.627 2.982 2.590
H 0.898 3.093 1.678
H -0.099 1.621 1.575
N 3.194 -0.416 -3.618
C 2.465 -0.613 -2.750
H 3.802 -0.258 -4.400
*
```

natural (NBO) population analysis, charges in e, atoms 1 to 4:
1. Cd 1.449
2. N -0.865
3. C -0.205
4. C -0.517

---

No. 8
Here is C16H27F3N3O6Ti as an isolated structure in a non-equilibrium geometry from the OMol25 dataset. Energies are from ωB97M-V with the def2-TZVPD basis set.

Output
HOMO energy (alpha / beta)	-0.2207 / -0.2209	hartree
LUMO (alpha / beta)	-1.09 / -1.35	eV

ORCA input file:
```
! RIJCOSX wB97M-V def2-TZVPD def2/J DEFGRID3
* xyz 0 4
Ti -5.362 -10.673 -17.961
C -2.585 -15.170 -14.769
C -3.466 -14.265 -15.698
C -4.849 -14.280 -15.050
O -3.001 -13.021 -16.087
H -2.235 -14.750 -13.826
H -1.667 -15.475 -15.271
H -3.092 -16.094 -14.490
H -3.659 -14.890 -16.570
H -5.507 -13.520 -15.470
H -4.819 -14.138 -13.970
H -5.365 -15.237 -15.133
C -8.612 -17.710 -20.291
C -8.264 -16.234 -19.905
O -9.448 -15.586 -19.527
C -9.429 -14.209 -19.232
O -8.416 -13.504 -19.182
C -10.847 -13.781 -18.864
F -11.300 -12.942 -19.846
F -11.735 -14.744 -18.731
F -10.733 -13.086 -17.740
H -9.395 -17.773 -21.046
H -8.951 -18.277 -19.423
H -7.684 -18.137 -20.671
H -7.799 -15.670 -20.714
H -7.614 -16.300 -19.033
C -9.314 -9.351 -12.944
O -9.299 -8.107 -13.638
C -8.458 -7.863 -14.662
O -7.880 -8.685 -15.385
O -8.498 -6.515 -14.915
C -7.767 -5.857 -15.919
H -8.514 -9.434 -12.208
H -9.319 -10.257 -13.549
H -10.243 -9.284 -12.377
H -8.285 -5.837 -16.878
H -6.825 -6.395 -16.025
H -7.487 -4.864 -15.566
C -4.937 -11.829 -25.051
C -5.141 -11.304 -23.644
N -5.257 -10.801 -22.598
H -5.926 -12.144 -25.382
H -4.276 -12.674 -24.860
H -4.369 -11.047 -25.555
C -2.386 -14.377 -21.184
C -3.166 -15.316 -21.992
N -3.786 -16.003 -22.676
H -3.075 -13.762 -20.605
H -1.728 -13.827 -21.856
H -1.685 -14.866 -20.507
C -0.876 -8.073 -15.683
C -1.908 -7.890 -16.672
N -2.717 -7.784 -17.499
H -0.994 -8.984 -15.097
H -0.952 -7.251 -14.970
H 0.105 -8.184 -16.144
*
```

natural (NBO) population analysis, charges in e, atoms 1 to 4:
1. Ti 0.911
2. C -0.636
3. C 0.109
4. C -0.618

---

No. 9
Here is C16H27FO14SV as an isolated structure in a non-equilibrium geometry from the OMol25 dataset. Energies are from ωB97M-V with the def2-TZVPD basis set.

Output
HOMO energy	-0.1337	hartree
LUMO	-2.31	eV

ORCA input file:
```
! RIJCOSX wB97M-V def2-TZVPD def2/J DEFGRID3
* xyz -1 1
C -0.145 -5.229 -1.843
C -1.540 -4.448 -1.353
F -1.297 -4.036 0.048
O -1.776 -3.253 -2.176
S -3.373 -2.672 -2.042
O -4.031 -2.974 -3.445
O -4.304 -3.582 -0.917
H 0.828 -4.747 -1.407
H -0.264 -6.336 -1.445
H -0.194 -5.279 -3.011
H -2.388 -5.274 -1.441
H -4.649 -4.401 -1.393
O -1.404 -11.063 -1.411
V -0.349 -9.674 -1.624
O 0.706 -8.285 -1.836
O -5.295 -0.693 -0.642
C -5.636 -1.153 0.570
C -7.061 -0.555 0.984
O -7.381 -0.974 2.216
H -4.956 -0.914 1.407
H -5.735 -2.247 0.681
H -7.747 -0.834 0.165
H -6.984 0.537 0.830
C 3.122 1.811 0.986
O 2.658 1.435 -0.305
C 3.720 1.202 -1.232
C 3.476 -0.076 -2.045
O 3.570 -1.296 -1.300
C 2.539 -1.558 -0.342
C 1.140 -1.770 -0.929
O 0.595 -0.537 -1.399
C -0.099 -0.666 -2.627
H 3.400 2.864 0.988
H 2.302 1.656 1.693
H 3.964 1.188 1.307
H 4.690 1.137 -0.731
H 3.741 2.059 -1.915
H 4.264 -0.136 -2.805
H 2.540 -0.032 -2.596
H 2.533 -0.785 0.436
H 2.835 -2.481 0.157
H 0.471 -2.144 -0.145
H 1.197 -2.518 -1.729
H 0.472 -1.262 -3.348
H -0.225 0.335 -3.048
H -1.079 -1.111 -2.456
C 2.914 7.032 2.611
C 2.391 7.467 3.759
C 1.097 6.937 4.270
O 0.651 7.342 5.338
C 0.393 5.935 3.455
C 0.914 5.503 2.305
C 2.221 6.013 1.808
O 2.683 5.582 0.757
O 0.256 4.563 1.533
O 3.035 8.427 4.518
H 3.855 7.407 2.229
H -0.556 5.571 3.829
H 0.835 4.414 0.754
H 2.459 8.572 5.300
*
```

natural (NBO) population analysis, charges in e, atoms 1 to 4:
1. C -0.676
2. C 0.432
3. F -0.399
4. O -0.694